Below is a molecular structure, C19H28N6O8PPt, with properties calculated with wB97M-V/def2-TZVPD.

Geometry as XYZ:
```
63
C19H28N6O8PPt wB97M-V/def2-TZVPD
C 3.703 0.000 2.403
H 5.423 1.185 -1.960
H 3.881 -0.944 2.919
H -0.854 -2.349 0.752
N 4.229 -0.123 1.031
C -2.410 -4.996 -0.631
H -2.796 0.937 1.140
N -1.353 -1.488 -1.830
N 3.914 1.841 -0.649
H 0.760 -6.200 -0.247
H 4.230 0.795 2.932
C -2.262 -2.106 -3.967
H -4.755 -0.971 -1.977
H 4.609 -2.255 -0.459
C -0.062 -5.498 -0.190
C -2.496 -0.046 0.788
O 1.860 0.453 0.034
O 2.325 -4.285 0.736
O -1.060 -0.228 0.998
H 4.776 -2.321 -2.219
C 5.170 2.048 -1.353
H -4.357 -1.705 -4.322
C -1.202 -1.921 -3.065
H 2.812 0.654 -2.964
C -2.208 -3.684 -0.211
H 4.094 3.426 0.706
O 1.493 -2.344 0.361
H 5.960 -1.190 1.530
P 3.326 0.266 -0.259
H 5.966 2.249 -0.625
H -3.362 -5.345 -1.011
H 3.164 3.773 -0.751
H 2.637 0.202 2.386
H 6.200 0.555 1.374
C 0.078 -4.184 0.223
O -2.657 -7.567 -1.378
H 1.790 -0.718 -2.498
O -4.313 -2.567 0.036
H -0.186 -2.104 -3.398
C 3.355 3.013 0.013
C 4.100 -2.082 -1.401
O -2.715 -0.077 -0.579
C -1.335 -5.871 -0.577
H 3.206 -0.970 -3.560
H -3.019 -0.835 1.328
H 2.435 2.765 0.528
H 3.227 -2.735 -1.447
C 5.688 -0.310 0.946
H 6.010 -0.455 -0.082
H -0.722 0.321 1.720
N 1.388 -3.602 0.469
C -0.983 -3.313 0.294
O -0.562 -7.986 -1.023
Pt 0.243 -0.659 -0.809
H 5.072 2.941 -1.974
N 3.691 -0.664 -1.536
C 2.844 -0.405 -2.704
C -3.775 -1.266 -2.330
C -2.712 -1.310 -1.278
C -3.552 -1.693 -3.600
H -2.046 -2.480 -4.958
N -1.538 -7.275 -1.036
C -3.200 -2.581 -0.384
```

LUMO energy (spin up / spin down) = -9.6 / -12.2 eV
Frontier orbital gap (spin up / spin down) = 7.4 / 5.9 eV
Strongest force on any atom = 0.34 eV/Å
HOMO energy (spin up / spin down) = -0.627 / -0.666 hartree
Charge = +3
2S+1 = 5
ΔE to the lowest compared entry with this formula, charge and spin = 24.3 kcal per mole
Total energy = -57977.1035 eV